(1)
C24H36O18 | ωB97M-V/def2-TZVPD

Orbital gap in eV: 9.8
Energy relative to the best compared isomer or geometry (same formula, charge and spin) in kcal/mol: 261.0
E in eV: -62318.0084
Molecular weight in g mol⁻¹: 612.53
HOMO in Eh: -0.3557

Each line ends with the Löwdin charge.
Geometry (Å):
C: 1.517 -1.500 -3.837  0.0189
C: 0.053 -1.070 -3.551  -0.2068
C: -0.901 -1.871 -2.507  -0.0921
O: -1.412 -0.863 -1.772  0.0827
C: -0.798 0.252 -1.877  -0.5980
O: -1.019 1.195 -1.169  0.1304
O: 0.060 0.257 -2.959  0.0568
H: 1.927 -0.999 -4.655  0.0707
H: 1.571 -2.503 -4.073  0.0556
H: 2.092 -1.490 -2.849  0.1145
H: -0.640 -0.968 -4.445  0.1641
H: -0.277 -2.430 -1.911  0.0955
H: -1.556 -2.629 -2.848  0.1211
C: -0.355 -4.837 2.262  0.0166
C: -0.611 -4.569 0.776  -0.3425
C: -0.756 -5.776 -0.223  -0.0916
O: -1.703 -5.350 -1.125  0.0770
C: -2.348 -4.227 -0.829  -0.4583
O: -3.273 -3.681 -1.375  0.1480
O: -1.721 -3.840 0.417  0.0224
H: -0.178 -3.859 2.724  0.0672
H: 0.521 -5.532 2.415  0.1214
H: -1.249 -5.084 2.748  0.0654
H: 0.144 -4.015 0.181  0.1466
H: -1.317 -6.434 0.207  0.0710
H: 0.228 -6.205 -0.648  0.1799
C: -4.656 1.137 -1.569  0.0318
C: -5.535 0.024 -0.851  -0.3963
C: -4.706 -1.064 -0.202  -0.0245
O: -5.339 -1.115 1.105  0.1505
C: -6.187 -0.251 1.195  -0.5402
O: -6.930 -0.058 2.241  0.0397
O: -6.299 0.587 0.069  0.0855
H: -5.235 1.900 -2.193  0.1139
H: -3.892 0.534 -2.152  0.0916
H: -4.129 1.567 -0.832  0.0276
H: -6.306 -0.520 -1.347  0.1480
H: -3.673 -0.718 -0.182  0.1207
H: -4.829 -2.051 -0.680  0.1315
C: 2.322 4.149 3.855  -0.0391
C: 2.094 4.890 2.699  -0.2997
C: 2.733 6.366 2.632  -0.1091
O: 3.722 6.270 1.733  0.1121
C: 3.752 5.071 1.172  -0.6739
O: 4.564 4.666 0.398  0.1574
O: 2.818 4.345 1.560  0.1235
H: 1.793 3.018 3.722  0.1630
H: 1.651 4.679 4.511  0.0938
H: 3.306 4.087 4.294  0.1018
H: 1.101 5.065 2.442  0.1342
H: 3.129 6.637 3.562  0.1127
H: 2.033 7.174 2.415  0.1380
C: 2.322 2.756 -1.720  0.0062
C: 3.622 1.905 -1.630  -0.1551
C: 3.603 0.435 -1.185  -0.0980
O: 4.013 -0.248 -2.304  0.0531
C: 4.349 0.555 -3.263  -0.7631
O: 4.719 0.077 -4.386  0.0476
O: 4.138 1.654 -3.021  0.1950
H: 1.508 2.345 -2.248  0.0226
H: 2.625 3.563 -2.617  0.1613
H: 1.720 3.156 -0.859  0.0901
H: 4.469 2.346 -1.259  0.1135
H: 2.586 0.190 -0.942  0.1062
H: 4.455 0.124 -0.396  0.1965
C: -1.569 -0.612 2.488  -0.0008
C: -0.238 -0.683 1.798  -0.3717
C: 0.698 0.480 1.843  -0.0290
O: 2.015 -0.210 1.825  0.1097
C: 1.757 -1.430 2.077  -0.6603
O: 2.683 -2.231 2.353  0.0847
O: 0.529 -1.780 2.165  0.0936
H: -2.303 -1.497 2.470  0.1180
H: -2.069 0.164 2.157  0.0095
H: -1.635 -0.360 3.690  0.1577
H: -0.291 -0.912 0.638  0.1781
H: 0.462 0.782 2.852  0.1248
H: 0.497 1.098 0.826  0.1786



(2)
C24H36O2 | ωB97M-V/def2-TZVPD

Orbital gap in eV: 9.7
Energy relative to the best compared isomer or geometry (same formula, charge and spin) in kcal/mol: 4.0
E in eV: -29564.5327
Molecular weight in g mol⁻¹: 356.55
HOMO in Eh: -0.3251

Each line ends with the natural charge from an NBO analysis.
Geometry (Å):
C: -7.687 -1.267 0.082  -0.5945
C: -6.326 -1.269 0.779  -0.4421
C: -5.841 0.128 1.005  -0.1589
C: -4.689 0.661 0.628  -0.1850
C: -3.575 -0.006 -0.119  -0.5026
C: -3.096 0.844 -1.266  -0.1901
C: -2.129 0.525 -2.112  -0.1544
C: -1.310 -0.732 -2.086  -0.4957
C: 0.155 -0.397 -2.063  -0.1879
C: 1.021 -0.670 -1.099  -0.1646
C: 0.747 -1.396 0.187  -0.4950
C: 1.150 -2.835 0.037  -0.1762
C: 2.215 -3.428 0.550  -0.1589
C: 3.285 -2.805 1.398  -0.4952
C: 4.592 -2.894 0.665  -0.1541
C: 5.331 -1.891 0.217  -0.1836
C: 5.051 -0.426 0.346  -0.5048
C: 4.681 0.174 -0.984  -0.1593
C: 4.410 1.453 -1.193  -0.1950
C: 4.439 2.534 -0.156  -0.4423
C: 3.072 3.206 -0.016  -0.4953
C: 2.052 2.292 0.629  0.8189
O: 2.304 1.375 1.368  -0.6272
O: 0.821 2.675 0.294  -0.5096
C: -0.293 1.980 0.861  -0.0920
C: -1.322 2.986 1.348  -0.6239
H: -8.419 -0.723 0.674  0.2014
H: -7.610 -0.790 -0.892  0.2058
H: -8.045 -2.285 -0.058  0.2081
H: -5.615 -1.842 0.185  0.2001
H: -6.425 -1.766 1.749  0.2097
H: -6.546 0.752 1.542  0.1936
H: -4.493 1.697 0.875  0.1939
H: -2.744 -0.176 0.576  0.2197
H: -3.890 -0.982 -0.493  0.2191
H: -3.613 1.787 -1.390  0.2032
H: -1.870 1.216 -2.905  0.1988
H: -1.584 -1.355 -1.238  0.2094
H: -1.515 -1.297 -3.002  0.2252
H: 0.500 0.138 -2.939  0.1969
H: 2.056 -0.381 -1.226  0.2170
H: -0.315 -1.351 0.442  0.2063
H: 1.312 -0.911 0.981  0.2359
H: 0.481 -3.415 -0.588  0.1959
H: 2.378 -4.478 0.335  0.1943
H: 3.368 -3.373 2.331  0.2191
H: 3.042 -1.774 1.641  0.2157
H: 4.925 -3.908 0.478  0.1940
H: 6.242 -2.121 -0.322  0.1956
H: 5.950 0.070 0.727  0.2201
H: 4.244 -0.233 1.054  0.2391
H: 4.628 -0.522 -1.811  0.2047
H: 4.134 1.785 -2.187  0.1959
H: 4.731 2.126 0.811  0.2239
H: 5.171 3.291 -0.450  0.2170
H: 2.683 3.527 -0.983  0.2288
H: 3.153 4.089 0.624  0.2365
H: 0.067 1.351 1.681  0.2030
H: -0.713 1.348 0.073  0.2032
H: -2.175 2.457 1.764  0.2140
H: -1.656 3.606 0.521  0.2127
H: -0.895 3.627 2.116  0.2115



(3)
C24H36O2P | ωB97M-V/def2-TZVPD

Orbital gap in eV: 6.0
Charge: +1
Energy relative to the best compared isomer or geometry (same formula, charge and spin) in kcal/mol: 14.6
E in eV: -38847.1824
Molecular weight in g mol⁻¹: 387.52
HOMO in Eh: -0.4002

Each line ends with the natural charge from an NBO analysis.
Geometry (Å):
C: 1.109 -2.942 -3.189  -0.6189
C: 0.948 -2.854 -1.666  -0.5092
C: -0.406 -3.402 -1.234  -0.6097
P: 1.432 -1.177 -0.978  0.9981
C: 3.269 -1.332 -1.432  -0.4600
C: 3.911 -2.719 -1.308  -0.6221
C: 4.138 -0.347 -0.651  -0.6173
C: 1.032 0.019 -2.362  -0.5079
C: 1.675 1.385 -2.103  -0.6208
C: -0.475 0.140 -2.543  -0.6084
H: 0.855 -3.963 -3.502  0.2309
H: 0.429 -2.258 -3.707  0.2107
H: 2.129 -2.728 -3.522  0.2141
H: 1.689 -3.529 -1.210  0.2384
H: -0.371 -4.502 -1.354  0.2299
H: -0.623 -3.198 -0.176  0.2121
H: -1.223 -3.031 -1.875  0.2031
H: 3.291 -1.061 -2.505  0.2235
H: 4.979 -2.598 -1.545  0.2306
H: 3.827 -3.114 -0.287  0.2124
H: 3.505 -3.459 -2.008  0.2169
H: 5.177 -0.511 -0.975  0.2245
H: 3.878 0.701 -0.839  0.2193
H: 4.072 -0.549 0.428  0.2009
H: 1.470 -0.399 -3.284  0.2268
H: 1.143 2.143 -2.692  0.2260
H: 1.596 1.677 -1.046  0.2088
H: 2.727 1.417 -2.411  0.2212
H: -0.671 0.951 -3.258  0.2271
H: -0.935 -0.773 -2.943  0.2119
H: -0.964 0.400 -1.596  0.2012
C: -6.539 -0.170 2.420  -0.2574
O: -5.789 -1.012 1.517  -0.4841
C: -4.448 -0.823 1.400  0.3484
C: -3.811 -1.396 0.277  -0.2460
C: -2.474 -1.166 0.051  -0.1932
C: -1.672 -0.449 0.959  -0.1270
C: -0.220 -0.270 0.761  0.0136
C: 0.292 1.052 1.098  -0.2279
C: 1.608 1.202 1.607  -0.1195
C: 2.044 2.404 2.116  -0.2551
C: 1.160 3.509 2.175  0.3992
O: 1.543 4.567 2.942  -0.4631
C: 0.522 5.533 3.287  -0.2621
C: -0.097 3.431 1.526  -0.3441
C: -0.504 2.224 0.988  -0.0439
C: -2.317 0.058 2.119  -0.1019
C: -3.675 -0.084 2.332  -0.3300
H: -7.577 -0.452 2.240  0.2176
H: -6.257 -0.369 3.462  0.1840
H: -6.377 0.890 2.186  0.1860
H: -4.406 -2.000 -0.403  0.2395
H: -2.027 -1.533 -0.865  0.2211
H: 0.388 -1.132 1.112  0.2342
H: 2.254 0.324 1.646  0.2263
H: 3.037 2.508 2.552  0.2478
H: 1.028 6.232 3.954  0.2226
H: 0.158 6.054 2.392  0.1888
H: -0.321 5.048 3.801  0.1920
H: -0.771 4.291 1.520  0.2417
H: -1.488 2.193 0.513  0.2290
H: -1.734 0.592 2.872  0.2121
H: -4.141 0.360 3.218  0.2373